The following is a DFT calculation (ωB97M-V/def2-TZVPD) of C27H51NO8P2Pt as an isolated structure.

Its strongest force on any atom is 1.00 eV/Å. As for the spin multiplicity: 3. Its HOMO-LUMO gap (spin up / spin down) is 7.426 / 6.929 eV. Its energy is -68525.936 eV. As for the expectation value of S²: 2.02. The value obtained for the LUMO energy (spin up / spin down) is 0.526 / -0.207 eV. As for the charge: 0. The HOMO energy (spin up / spin down) comes out at -6.90 / -7.14 eV.

XYZ file:
```
90
C27H51NO8P2Pt, DFT ωB97M-V/def2-TZVPD
Pt -0.55 -0.03 -1.42
C 1.96 -3.97 4.04
C 2.60 -4.34 2.72
C 4.05 -3.91 2.64
O 1.77 -3.86 1.63
P 1.71 -2.48 0.84
O 0.56 -2.47 -0.07
C 1.71 -1.18 2.08
P 1.22 0.45 1.52
O -0.09 0.53 0.85
O 1.26 1.35 2.83
C 0.03 1.82 3.44
C -0.69 0.68 4.14
C 0.43 2.93 4.38
O 2.47 0.87 0.68
C 2.84 2.23 0.25
C 1.63 3.12 0.01
C 3.82 2.80 1.26
O 3.12 -2.24 0.17
C 3.38 -2.78 -1.17
C 4.83 -3.20 -1.19
C 3.05 -1.70 -2.19
H 2.40 -4.57 4.84
H 0.89 -4.18 4.02
H 2.12 -2.92 4.29
H 2.56 -5.42 2.60
H 4.17 -2.82 2.71
H 4.52 -4.23 1.71
H 4.59 -4.36 3.47
H 2.70 -1.09 2.52
H 0.98 -1.47 2.84
H -0.61 2.21 2.65
H -0.03 0.21 4.87
H -1.02 -0.07 3.42
H -1.58 1.06 4.65
H 1.09 2.54 5.16
H -0.45 3.36 4.85
H 0.96 3.72 3.85
H 3.34 2.06 -0.69
H 1.06 3.28 0.93
H 0.98 2.70 -0.76
H 1.99 4.10 -0.34
H 3.32 2.97 2.22
H 4.22 3.74 0.89
H 4.65 2.11 1.42
H 2.73 -3.64 -1.32
H 5.47 -2.37 -0.89
H 5.10 -3.51 -2.20
H 5.02 -4.04 -0.52
H 3.68 -0.82 -2.02
H 2.01 -1.40 -2.11
H 3.23 -2.08 -3.20
C 1.56 1.38 -4.68
C 0.76 0.81 -3.54
O -0.23 0.09 -3.78
O 1.13 1.07 -2.34
H 0.91 1.99 -5.31
H 1.93 0.56 -5.29
H 2.39 1.98 -4.32
C -6.80 2.40 -1.80
C -5.36 2.27 -1.35
C -4.74 3.30 -0.65
C -3.42 3.16 -0.23
C -2.72 4.26 0.54
C -2.73 1.99 -0.53
C -3.31 0.95 -1.26
C -4.65 1.11 -1.64
N -2.53 -0.19 -1.55
C -3.08 -1.37 -2.29
C -3.52 -1.00 -3.72
C -4.20 -2.02 -1.46
C -1.97 -2.41 -2.43
H -7.23 3.34 -1.46
H -7.41 1.58 -1.40
H -6.87 2.36 -2.89
H -5.29 4.21 -0.43
H -3.40 5.08 0.76
H -1.88 4.66 -0.04
H -2.32 3.89 1.48
H -1.71 1.88 -0.17
H -5.17 0.34 -2.18
H -4.39 -0.36 -3.76
H -3.75 -1.92 -4.26
H -2.69 -0.49 -4.22
H -5.07 -1.39 -1.33
H -3.82 -2.26 -0.46
H -4.51 -2.94 -1.95
H -1.18 -2.05 -3.08
H -2.39 -3.32 -2.87
H -1.54 -2.67 -1.45
```

Formally, the Löwdin partial charges of the atoms, in units of the elementary charge, are as follows: number 1, Pt, carries 1.091; number 2, C, carries -0.051; number 3, C, carries -0.419; number 4, C, carries -0.042; number 5, O, carries -0.167; number 6, P, carries 0.442; number 7, O, carries -0.258; number 8, C, carries -0.208; number 9, P, carries 0.452; number 10, O, carries -0.332; number 11, O, carries -0.181; number 12, C, carries -0.441; number 13, C, carries -0.043; number 14, C, carries -0.042; number 15, O, carries -0.170; number 16, C, carries -0.391; number 17, C, carries -0.044; number 18, C, carries -0.042; number 19, O, carries -0.193; number 20, C, carries -0.422; number 21, C, carries -0.044; number 22, C, carries -0.033; number 23, H, carries 0.087; number 24, H, carries 0.090; number 25, H, carries 0.072; number 26, H, carries 0.140; number 27, H, carries 0.076; number 28, H, carries 0.068; number 29, H, carries 0.091; number 30, H, carries 0.083; number 31, H, carries 0.076; number 32, H, carries 0.122; number 33, H, carries 0.090; number 34, H, carries 0.078; number 35, H, carries 0.090; number 36, H, carries 0.089; number 37, H, carries 0.088; number 38, H, carries 0.081; number 39, H, carries 0.137; number 40, H, carries 0.075; number 41, H, carries 0.058; number 42, H, carries 0.093; number 43, H, carries 0.075; number 44, H, carries 0.087; number 45, H, carries 0.086; number 46, H, carries 0.140; number 47, H, carries 0.091; number 48, H, carries 0.087; number 49, H, carries 0.067; number 50, H, carries 0.094; number 51, H, carries 0.051; number 52, H, carries 0.093; number 53, C, carries 0.002; number 54, C, carries -0.724; number 55, O, carries -0.073; number 56, O, carries -0.161; number 57, H, carries 0.084; number 58, H, carries 0.083; number 59, H, carries 0.075; number 60, C, carries -0.051; number 61, C, carries -0.266; number 62, C, carries -0.025; number 63, C, carries -0.267; number 64, C, carries -0.047; number 65, C, carries -0.008; number 66, C, carries -0.243; number 67, C, carries -0.005; number 68, N, carries -0.090; number 69, C, carries -0.608; number 70, C, carries -0.032; number 71, C, carries -0.037; number 72, C, carries -0.091; number 73, H, carries 0.070; number 74, H, carries 0.079; number 75, H, carries 0.080; number 76, H, carries 0.110; number 77, H, carries 0.071; number 78, H, carries 0.080; number 79, H, carries 0.067; number 80, H, carries 0.069; number 81, H, carries 0.081; number 82, H, carries 0.060; number 83, H, carries 0.086; number 84, H, carries 0.077; number 85, H, carries 0.061; number 86, H, carries 0.091; number 87, H, carries 0.085; number 88, H, carries 0.058; number 89, H, carries 0.085; number 90, H, carries 0.060